Entry 1:
Here is a molecular structure, C21H32N3OPPdS2 from OMol25. Energies are from wB97M-V/def2-TZVPD.

XYZ file:
```
61
Properties=species:S:1:pos:R:3
Pd -0.173 -1.364 -0.096
N -3.075 -0.711 -3.140
C -2.420 -1.178 -2.058
O -1.375 -1.826 -2.170
C -3.021 -0.876 -0.705
C -2.275 -1.594 0.405
H -2.582 -0.726 -4.017
H -3.805 -0.029 -3.032
H -4.082 -1.146 -0.731
H -2.968 0.207 -0.564
H -2.432 -2.673 0.377
H -2.534 -1.200 1.383
C 2.692 -0.767 1.365
N 1.618 -1.764 1.452
C 0.966 -1.668 2.763
C 2.176 -3.105 1.251
C 1.126 -4.145 0.915
N 0.304 -3.758 -0.222
C -0.790 -4.699 -0.431
C 1.108 -3.662 -1.457
H 3.466 -0.963 2.120
H 2.285 0.227 1.524
H 3.138 -0.782 0.376
H 1.671 -1.896 3.574
H 0.122 -2.356 2.820
H 0.589 -0.656 2.906
H 2.703 -3.427 2.156
H 2.910 -3.051 0.451
H 0.469 -4.302 1.771
H 1.637 -5.098 0.719
H -0.421 -5.682 -0.755
H -1.460 -4.303 -1.192
H -1.348 -4.831 0.497
H 1.722 -4.563 -1.594
H 1.756 -2.792 -1.442
H 0.441 -3.550 -2.305
S -0.516 2.542 -3.368
P 0.152 2.136 -1.573
S 1.049 0.318 -1.396
C -1.164 2.379 -0.308
C -2.131 3.347 -0.574
C -3.101 3.649 0.373
C -3.113 2.992 1.598
C -2.155 2.027 1.869
C -1.186 1.724 0.918
C 1.366 3.388 -1.004
C 1.800 4.382 -1.868
C 2.699 5.350 -1.426
C 3.152 5.334 -0.116
C 2.726 4.333 0.753
C 1.844 3.360 0.306
H -2.121 3.845 -1.536
H -3.854 4.398 0.154
H -3.866 3.235 2.339
H -2.157 1.508 2.822
H -0.461 0.964 1.126
H 1.424 4.393 -2.885
H 3.046 6.117 -2.107
H 3.833 6.103 0.235
H 3.078 4.316 1.777
H 1.525 2.569 0.977
```

Properties
- 2S+1: 3
- HOMO (alpha / beta): -7.312 / -7.332 eV

Results of the natural (NBO) charge analysis, in e, for atoms 1 through 4: 0.89 -0.79 0.71 -0.66

Entry 2:
Here is 2 unconnected molecules or ions with the total composition C13H6N7O10 at a distorted geometry from OMol25. Energies are from wB97M-V/def2-TZVPD.

XYZ file:
```
36
Properties=species:S:1:pos:R:3
C 0.277 -1.490 -1.423
N -0.657 -0.519 -1.638
O -1.895 -0.761 -1.504
O -0.274 0.669 -1.955
C 1.616 -1.320 -1.856
C 2.197 -0.018 -1.964
C 3.546 0.147 -2.227
C 4.374 -0.990 -2.368
N 5.780 -0.795 -2.325
O 6.559 -1.763 -2.462
O 6.204 0.368 -2.125
C 3.816 -2.291 -2.380
C 2.463 -2.446 -2.118
H -0.083 -2.475 -1.130
H 1.558 0.843 -1.805
H 3.985 1.136 -2.286
H 4.474 -3.137 -2.566
H 2.011 -3.443 -2.076
O -5.741 2.185 3.625
N -4.831 1.389 3.432
C -3.841 1.210 2.470
C -3.063 0.104 2.860
N -3.515 -0.407 4.040
O -4.624 0.358 4.348
C -1.817 -0.197 2.152
N -0.884 -1.224 2.608
O -1.227 -2.021 3.500
O 0.245 -1.268 2.052
C -1.432 0.597 1.056
C -2.229 1.699 0.741
N -1.782 2.901 0.165
O -0.750 3.197 -0.416
O -2.718 3.897 0.485
N -3.767 3.373 1.212
C -3.453 2.046 1.379
H -0.523 0.446 0.498
```

Properties
- Charge: -1
- HOMO: -4.580 eV

Results of the natural (NBO) charge analysis, in e, for atoms 1 through 4: -0.23 0.43 -0.55 -0.57

Entry 3:
Here is a molecular structure, C38H49F3HfN7OPS3 at a distorted geometry from OMol25. Energies are from wB97M-V/def2-TZVPD.

XYZ file:
```
103
Properties=species:S:1:pos:R:3
Hf 0.896 0.105 -0.339
C 2.086 -0.036 -3.554
N 1.384 1.058 -2.890
C 0.161 1.435 -3.611
C -0.945 1.736 -2.652
N -1.031 1.229 -1.437
C -2.189 1.771 -0.891
C -2.731 1.673 0.387
C -3.902 2.359 0.635
C -4.535 3.125 -0.348
C -4.002 3.256 -1.614
C -2.816 2.581 -1.861
N -1.989 2.531 -2.962
C 1.309 -1.288 -3.333
N 0.716 -1.592 -2.188
C 0.252 -2.896 -2.354
C -0.360 -3.780 -1.468
C -0.646 -5.049 -1.926
C -0.346 -5.453 -3.230
C 0.265 -4.599 -4.123
C 0.568 -3.329 -3.659
N 1.226 -2.273 -4.247
H 3.069 -0.157 -3.085
H 2.243 0.135 -4.630
H 1.998 1.871 -2.824
H -0.160 0.590 -4.233
H 0.317 2.292 -4.277
H -2.227 1.126 1.165
H -4.335 2.320 1.622
H -5.451 3.637 -0.103
H -4.467 3.871 -2.367
H -2.139 3.027 -3.827
H -0.587 -3.497 -0.453
H -1.099 -5.760 -1.252
H -0.577 -6.462 -3.531
H 0.511 -4.903 -5.127
H 1.609 -2.259 -5.179
C -2.518 -1.923 3.318
N -3.261 -2.030 2.080
C -4.415 -2.907 2.163
C -2.713 -1.640 0.925
S -1.005 -1.474 0.896
N -3.467 -1.396 -0.162
C -4.879 -1.079 -0.111
C -2.922 -1.439 -1.498
H -3.223 -1.868 4.143
H -1.913 -1.020 3.317
H -1.859 -2.780 3.461
H -4.149 -3.760 2.791
H -4.693 -3.292 1.187
H -5.273 -2.410 2.618
H -5.178 -0.831 0.900
H -5.492 -1.901 -0.486
H -5.061 -0.205 -0.740
H -1.834 -1.373 -1.465
H -3.313 -0.609 -2.088
H -3.207 -2.377 -1.986
C 0.959 0.671 5.509
O 1.611 0.163 4.356
C 1.080 0.282 3.168
S -0.276 1.130 2.749
S 1.961 -0.602 1.990
H 1.746 0.907 6.222
H 0.311 -0.107 5.917
H 0.368 1.555 5.274
F -0.486 8.698 3.415
C -1.190 7.566 3.550
F -1.193 7.268 4.859
F -2.454 7.852 3.215
C -0.603 6.452 2.727
C -1.320 5.892 1.678
C -0.755 4.863 0.952
C 0.522 4.391 1.271
C 1.240 4.979 2.312
C 0.676 6.008 3.041
C 0.988 3.235 0.593
C 1.306 2.204 0.029
H -2.313 6.251 1.452
H -1.306 4.401 0.146
H 2.228 4.620 2.555
H 1.207 6.463 3.865
C 4.591 0.690 -0.210
C 4.682 -0.777 0.212
P 3.261 -1.710 -0.548
C 4.179 -2.506 -1.965
C 5.196 -3.571 -1.566
C 2.892 -3.203 0.523
C 3.810 -3.442 1.717
H 5.453 1.234 0.172
H 3.690 1.164 0.196
H 4.588 0.797 -1.297
H 4.648 -0.847 1.300
H 5.631 -1.194 -0.131
H 4.693 -1.694 -2.486
H 3.453 -2.945 -2.653
H 5.791 -3.260 -0.710
H 5.878 -3.749 -2.394
H 4.717 -4.514 -1.321
H 2.901 -4.071 -0.139
H 1.864 -3.082 0.882
H 4.828 -3.652 1.410
H 3.433 -4.297 2.273
H 3.814 -2.588 2.385
```

Properties
- Charge: +2
- HOMO: -12.521 eV

Results of the Löwdin charge analysis, in e, for atoms 1 through 4: 1.31 -0.14 -0.08 -0.09

Entry 4:
Here is a single C7H9NO molecule at a distorted geometry from OMol25. Energies are from wB97M-V/def2-TZVPD.

XYZ file:
```
18
Properties=species:S:1:pos:R:3
C 0.501 -0.634 -1.368
C 0.573 -1.303 -0.079
C 0.522 -0.315 1.064
C 0.258 1.055 0.490
C -1.211 1.225 0.890
C -0.244 0.574 -0.880
C -0.672 -1.029 0.686
H 2.250 0.137 -1.472
H -0.199 -1.188 -2.080
H 1.098 -2.244 0.110
H 1.033 -0.462 2.017
H 0.998 1.834 0.595
H -1.790 2.061 0.455
H -1.581 0.969 1.871
H -0.539 1.436 -1.538
H -1.186 -1.636 1.350
N -1.502 -0.028 -0.013
O 1.692 -0.451 -2.098
```

Properties
- HOMO: -9.208 eV
- SMILES: O[C@H]1[C@H]2[C@H]3[C@@H]4CN([C@H]32)[C@H]14

Results of the natural (NBO) charge analysis, in e, for atoms 1 through 4: 0.06 -0.26 -0.26 -0.27

Entry 5:
Here is a single C20H20ClN3OS molecule from OMol25. Energies are from wB97M-V/def2-TZVPD.

XYZ file:
```
46
Properties=species:S:1:pos:R:3
C -6.134 -0.773 -0.725
H -6.679 -1.603 -0.277
O -4.997 -0.588 0.082
C -4.122 0.411 -0.240
C -4.262 1.263 -1.327
C -3.318 2.249 -1.562
C -2.233 2.395 -0.721
C -2.087 1.542 0.362
C -3.016 0.549 0.613
C -2.887 -0.398 1.786
N -1.563 -0.477 2.342
C -0.497 -1.016 1.716
N 0.655 -0.973 2.392
C 1.718 -1.530 1.836
N 1.743 -2.119 0.652
C 0.613 -2.125 -0.055
C -0.561 -1.590 0.434
H -1.469 -1.591 -0.144
C 0.680 -2.700 -1.432
H 0.855 -3.775 -1.394
H -0.234 -2.498 -1.992
S 2.120 -2.051 -2.375
C 2.378 -0.494 -1.572
C 1.334 0.401 -1.381
C 1.554 1.578 -0.691
C 2.823 1.864 -0.215
C 3.880 0.994 -0.434
C 3.651 -0.188 -1.112
H 4.453 -0.890 -1.273
H 4.865 1.233 -0.064
Cl 3.089 3.328 0.667
H 0.745 2.271 -0.527
H 0.346 0.182 -1.758
C 3.004 -1.462 2.590
H 3.506 -0.527 2.344
H 3.646 -2.287 2.295
H 2.813 -1.482 3.658
H -1.361 -0.018 3.214
H -3.212 -1.394 1.462
H -3.571 -0.081 2.578
H -1.238 1.646 1.022
H -1.507 3.172 -0.904
H -3.440 2.906 -2.411
H -5.102 1.169 -1.997
H -6.772 0.116 -0.730
H -5.862 -1.033 -1.753
```

Properties
- HOMO: -8.210 eV
- SMILES: COc1ccccc1CNc1cc(CSc2ccc(Cl)cc2)nc(C)n1

Results of the natural (NBO) charge analysis, in e, for atoms 1 through 4: -0.25 0.20 -0.52 0.37

Entry 6:
Here is a gas-phase ion, CHClN4OP (charge -1) at a distorted geometry from OMol25. Energies are from wB97M-V/def2-TZVPD.

XYZ file:
```
9
Properties=species:S:1:pos:R:3
C -0.121 0.328 0.376
N -1.741 1.700 -0.147
N -0.514 1.616 0.402
N -1.373 -0.434 -0.269
N -2.157 0.519 -0.504
O 1.117 -1.877 0.442
P 1.403 -0.369 0.910
Cl 2.560 0.291 -0.696
H 0.826 -1.775 -0.514
```

Properties
- Charge: -1
- 2S+1: 3
- HOMO (alpha / beta): -0.898 / -5.396 eV

Results of the natural (NBO) charge analysis, in e, for atoms 1 through 4: -0.09 -0.02 -0.48 -0.26

M list, top to bottom, in g/mol: 544.04 420.23 982.52 123.15 385.92 151.47
Energy above the lowest of the compared OMol25 structures with the same formula, charge and spin list, top to bottom, in eV: 0.551 0.000 1.329 3.469 1.062 0.000